No. 1
ORCA calculation (ωB97M-V/def2-TZVPD) on a cluster of 11 separate species, C27H56BF5N11O22P2 in total.

Calculated values
Energy (Ha): -4525.819401
Orbital gap (hartree): 0.2928
Lowest unoccupied orbital energy (eV): -2.77
Net charge: +1
Highest occupied orbital energy (hartree): -0.39472

Last column: Mulliken charge in e.
Cartesian coordinates (Å):
C 2.006 4.914 1.527  -0.51
C 1.074 4.301 0.476  -0.69
P -0.543 3.736 1.158  0.27
C -1.503 3.425 -0.379  -0.32
C -3.010 3.279 -0.171  -1.54
C -0.330 2.013 1.834  0.76
C -1.660 1.636 2.559  -0.94
C -1.352 2.031 3.998  -1.11
N 0.136 1.926 4.251  0.31
P 0.234 0.498 5.373  0.26
O -0.539 -0.660 4.939  -0.59
B 0.577 3.142 5.130  0.60
C 2.013 3.740 5.093  -0.85
O -0.364 3.595 5.991  -0.61
C 0.766 1.810 2.869  1.40
C 1.694 0.624 2.586  0.80
F 2.687 0.600 3.508  -0.34
F 1.004 -0.536 2.682  -0.32
C 2.248 0.747 1.179  -0.33
C 3.273 1.620 0.851  0.71
C 3.682 1.721 -0.477  -0.84
C 3.076 0.965 -1.477  -0.92
C 2.066 0.068 -1.145  -0.33
C 1.346 -0.745 -2.175  0.75
F 0.378 -1.481 -1.624  -0.25
F 2.105 -1.558 -2.882  -0.21
F 0.718 0.084 -3.031  -0.25
C 1.670 -0.045 0.182  -0.49
H 2.710 5.555 1.012  0.52
H 1.416 5.550 2.184  0.38
H 2.605 4.184 2.065  -0.49
H 0.803 5.101 -0.210  0.80
H 1.552 3.547 -0.144  0.09
H -1.080 2.601 -0.954  0.16
H -1.323 4.323 -0.969  0.53
H -3.359 4.052 0.498  0.40
H -3.224 2.303 0.253  0.36
H -3.522 3.367 -1.122  0.42
H -0.285 1.318 1.000  -0.22
H -2.426 2.347 2.274  0.43
H -1.913 0.599 2.397  0.35
H -1.983 1.441 4.660  0.44
H -1.731 3.038 4.112  0.34
H 1.604 0.295 5.579  0.09
H -0.279 1.079 6.543  0.18
H 2.735 2.939 5.261  0.27
H 2.209 4.249 4.152  0.19
H 2.106 4.469 5.890  0.46
H -0.533 4.538 5.867  0.37
H 1.444 2.646 2.702  -1.53
H 3.758 2.244 1.580  -0.10
H 4.468 2.405 -0.745  0.53
H 3.369 1.071 -2.512  0.58
H 0.875 -0.723 0.433  0.97
C -2.575 -2.138 -1.131  0.26
N -3.251 -1.220 -0.178  0.91
O -4.176 -1.643 0.475  -0.57
O -2.809 -0.084 -0.106  -0.45
H -3.056 -3.108 -1.089  0.22
H -2.660 -1.704 -2.124  -0.12
H -1.542 -2.201 -0.817  -0.23
C -1.827 0.475 -4.402  -0.50
N -3.293 0.232 -4.476  0.99
O -3.686 -0.899 -4.266  -0.56
O -3.997 1.183 -4.732  -0.57
H -1.340 -0.461 -4.167  0.20
H -1.502 0.852 -5.367  0.35
H -1.661 1.211 -3.622  0.09
C -2.334 -5.443 1.559  -0.70
N -1.659 -5.133 0.268  0.89
O -2.022 -5.706 -0.734  -0.37
O -0.770 -4.300 0.293  -0.57
H -3.102 -6.188 1.397  0.23
H -1.564 -5.808 2.233  0.32
H -2.764 -4.516 1.929  0.30
C 6.988 3.493 3.856  -0.90
N 5.728 3.264 3.095  0.73
O 5.680 3.644 1.944  -0.39
O 4.824 2.706 3.684  -0.45
H 7.694 3.995 3.206  0.33
H 6.739 4.106 4.717  0.33
H 7.359 2.522 4.168  0.32
C -0.699 -8.627 -1.716  -0.67
N -1.331 -9.645 -0.833  0.94
O -1.462 -9.367 0.343  -0.53
O -1.680 -10.682 -1.350  -0.55
H -0.453 -7.762 -1.113  0.15
H 0.190 -9.072 -2.152  0.34
H -1.420 -8.371 -2.486  0.31
C -4.993 7.402 1.365  -0.78
N -3.634 6.815 1.205  0.87
O -2.875 6.867 2.151  -0.52
O -3.379 6.316 0.129  -0.48
H -5.076 7.805 2.367  0.31
H -5.099 8.181 0.616  0.30
H -5.712 6.606 1.197  0.30
C 1.623 -4.797 -3.340  -0.77
N 1.255 -5.961 -4.190  0.92
O 0.074 -6.204 -4.349  -0.50
O 2.167 -6.592 -4.680  -0.57
H 0.712 -4.330 -2.985  0.22
H 2.221 -5.171 -2.515  0.36
H 2.197 -4.114 -3.959  0.33
C -0.098 -4.330 -6.984  -0.62
N 0.729 -3.093 -6.980  0.90
O 0.994 -2.574 -8.038  -0.52
O 1.085 -2.682 -5.889  -0.50
H -0.345 -4.583 -8.008  0.31
H 0.490 -5.114 -6.522  0.17
H -0.991 -4.123 -6.404  0.28
C -5.916 -8.325 -1.057  -0.77
N -5.041 -7.124 -0.958  0.83
O -4.765 -6.535 -1.978  -0.49
O -4.661 -6.815 0.155  -0.54
H -6.172 -8.475 -2.099  0.31
H -5.356 -9.167 -0.662  0.30
H -6.799 -8.132 -0.456  0.29
C 5.902 5.626 -0.838  -0.74
N 4.625 5.397 -1.571  0.85
O 4.544 5.770 -2.716  -0.52
O 3.737 4.843 -0.944  -0.42
H 6.598 6.132 -1.496  0.32
H 5.668 6.238 0.027  0.28
H 6.281 4.656 -0.532  0.26


No. 2
ORCA calculation (ωB97M-V/def2-TZVPD) on the molecule C19H23N3O7S2.

Calculated values
SMILES: CN(CCO)S(=O)(=O)c1ccc2c(c1)C(=NO)c1cc(S(=O)(=O)N(C)CCO)ccc1-2
Energy (Ha): -2225.059620
Orbital gap (hartree): 0.3068
Lowest unoccupied orbital energy (eV): -0.88
Energy relative to the best compared isomer or geometry (same formula, charge and spin) (kJ/mol): 0.99
Highest occupied orbital energy (hartree): -0.33910

Last column: natural (NBO) charge in e.
Cartesian coordinates (Å):
C -5.972 -2.022 0.598  -0.42
N -5.277 -0.908 -0.013  -0.70
C -5.595 -0.677 -1.413  -0.26
C -4.405 -0.022 -2.115  -0.07
O -3.241 -0.802 -2.020  -0.72
S -5.224 0.510 0.909  2.31
O -5.520 0.173 2.269  -0.93
O -5.977 1.556 0.277  -0.94
C -3.479 0.915 0.817  -0.32
C -3.088 2.196 0.470  -0.19
C -1.739 2.519 0.389  -0.18
C -0.808 1.531 0.659  -0.06
C -1.222 0.232 1.021  0.03
C -2.564 -0.084 1.108  -0.19
C -0.037 -0.597 1.245  0.14
N -0.123 -1.828 1.568  -0.07
O 1.050 -2.515 1.749  -0.53
C 1.119 0.275 1.005  -0.10
C 2.475 0.009 1.076  -0.16
C 3.344 1.049 0.778  -0.35
S 5.110 0.748 0.754  2.33
O 5.799 1.994 0.897  -0.93
O 5.419 -0.293 1.694  -0.96
N 5.429 0.185 -0.792  -0.66
C 5.444 1.236 -1.785  -0.43
C 4.768 -1.037 -1.221  -0.26
C 5.347 -2.303 -0.563  -0.07
O 4.735 -2.645 0.645  -0.74
C 2.897 2.310 0.425  -0.16
C 1.536 2.580 0.361  -0.22
C 0.649 1.558 0.647  0.08
H -5.818 -1.954 1.671  0.24
H -7.047 -2.000 0.395  0.19
H -5.552 -2.956 0.222  0.20
H -6.476 -0.032 -1.513  0.21
H -5.799 -1.646 -1.875  0.21
H -4.617 0.082 -3.182  0.19
H -4.241 0.977 -1.690  0.17
H -3.149 -1.082 -1.100  0.47
H -3.855 2.924 0.260  0.25
H -1.431 3.516 0.117  0.22
H -2.899 -1.066 1.400  0.25
H 0.787 -3.419 1.979  0.49
H 2.853 -0.959 1.363  0.27
H 6.048 0.918 -2.635  0.21
H 4.437 1.493 -2.134  0.18
H 5.905 2.107 -1.327  0.24
H 4.919 -1.113 -2.300  0.22
H 3.686 -0.997 -1.030  0.20
H 5.171 -3.150 -1.233  0.18
H 6.429 -2.165 -0.440  0.17
H 4.983 -1.961 1.294  0.50
H 3.631 3.074 0.224  0.24
H 1.185 3.565 0.095  0.22


No. 3
ORCA calculation (ωB97M-V/def2-TZVPD) on a structure of composition C3H6FI.

Calculated values
Energy (Ha): -515.410003
Orbital gap (hartree): 0.3609
Lowest unoccupied orbital energy (eV): 0.61
Energy relative to the best compared isomer or geometry (same formula, charge and spin) (kJ/mol): 107.24
Highest occupied orbital energy (hartree): -0.33862

Last column: natural (NBO) charge in e.
Cartesian coordinates (Å):
C -0.957 0.207 -0.888  -0.53
C 0.393 -0.432 1.139  -0.66
C -0.645 -0.633 0.093  -0.08
F 1.352 -1.336 -1.678  -0.57
I -1.980 -2.221 0.053  0.15
H -0.423 1.175 -1.156  0.20
H 0.871 -0.515 -1.632  0.57
H -1.807 0.211 -1.565  0.23
H 1.019 0.282 0.750  0.23
H 0.761 -1.458 1.322  0.24
H -0.170 -0.083 1.921  0.23